This record from the Open Molecules 2025 dataset describes C25H24MgN3O3 as an isolated structure. The level of theory is ωB97M-V with the def2-TZVPD basis set.

CARTESIAN COORDINATES (ANGSTROEM)
Mg1 -0.019 0.454 0.000
O1 1.810 1.420 -0.017
C1 1.547 2.862 -0.288
C2 2.754 3.626 0.141
C3 2.630 4.918 0.404
C4 1.298 5.533 0.137
C5 -0.751 4.864 -0.429
C6 -0.834 3.478 -0.998
C7 -1.759 2.509 -0.731
N1 -1.673 1.137 -0.908
C8 -2.911 0.618 -0.501
C9 -3.717 1.584 -0.029
N2 -3.028 2.797 -0.204
H1 3.671 3.067 0.294
H2 3.457 5.515 0.774
H3 1.373 6.622 0.126
H4 -1.580 5.567 -0.581
H5 -3.121 -0.438 -0.584
H6 -4.724 1.545 0.351
H7 -3.159 3.592 0.396
C10 1.534 -0.145 2.794
N3 0.184 0.360 2.532
C11 -0.814 -0.558 3.077
C12 0.040 1.733 3.063
C13 0.458 2.767 2.023
C14 0.057 4.065 2.098
C15 0.016 5.109 0.987
C16 0.607 5.038 -1.152
C17 0.649 3.476 -1.396
C18 0.741 2.246 0.732
H8 1.718 -0.234 3.875
H9 2.272 0.533 2.365
H10 1.667 -1.127 2.339
H11 -0.723 -0.670 4.169
H12 -0.693 -1.539 2.615
H13 -1.814 -0.190 2.844
H14 0.610 1.838 3.994
H15 -1.010 1.891 3.308
H16 -0.501 4.342 2.993
H17 -0.397 6.009 1.444
H18 0.715 5.649 -2.047
H19 0.922 3.164 -2.408
O2 0.233 -3.364 0.623
C19 0.925 -2.459 0.171
O3 0.502 -1.310 -0.220
C20 2.435 -2.613 0.183
C21 2.999 -3.774 0.702
C22 4.379 -3.913 0.771
C23 5.204 -2.887 0.321
C24 4.643 -1.729 -0.203
C25 3.262 -1.592 -0.270
H20 2.331 -4.553 1.044
H21 4.813 -4.819 1.177
H22 6.281 -2.987 0.385
H23 5.282 -0.928 -0.553
H24 2.814 -0.685 -0.657

The total energy comes out at -42370.819 eV. The energy above the lowest of the compared OMol25 structures with the same formula, charge and spin is 166.9 kcal/mol. The calculation puts the orbital gap at 5.64 eV. As for the total charge: -1.

How is the electron density shared among the atoms? According to natural (NBO), the charges in e are:
1 Mg 1.799
2 O -0.678
3 C 0.183
4 C -0.208
5 C -0.197
6 C -0.275
7 C -0.221
8 C -0.268
9 C 0.387
10 N -0.825
11 C -0.099
12 C -0.161
13 N -0.600
14 H 0.209
15 H 0.194
16 H 0.201
17 H 0.182
18 H 0.203
19 H 0.198
20 H 0.395
21 C -0.425
22 N -0.489
23 C -0.422
24 C -0.232
25 C -0.047
26 C -0.306
27 C -0.226
28 C -0.170
29 C -0.241
30 C -0.261
31 H 0.160
32 H 0.222
33 H 0.214
34 H 0.158
35 H 0.227
36 H 0.203
37 H 0.181
38 H 0.202
39 H 0.179
40 H 0.196
41 H 0.198
42 H 0.205
43 O -0.675
44 C 0.783
45 O -0.951
46 C -0.155
47 C -0.176
48 C -0.236
49 C -0.221
50 C -0.215
51 C -0.187
52 H 0.232
53 H 0.201
54 H 0.200
55 H 0.205
56 H 0.249